{"formula": "C3H11NOS", "method": "ωB97M-V/def2-TZVPD", "symbols": ["C", "N", "C", "C", "S", "H", "H", "H", "H", "H", "H", "H", "H", "H", "O", "H", "H"], "xyz": [[-0.843, -0.558, -0.522], [0.416, -0.401, 0.189], [0.774, 0.892, 0.695], [2.279, 1.133, 0.603], [2.653, 2.762, 1.353], [-1.192, 0.427, -0.780], [-0.722, -1.155, -1.425], [-1.609, -1.038, 0.097], [0.625, -1.148, 0.824], [0.410, 1.133, 1.693], [0.358, 1.652, 0.056], [2.520, 1.182, -0.459], [2.901, 0.436, 1.159], [3.185, 3.358, 0.277], [-3.947, -3.176, -0.984], [-3.724, -2.245, -0.841], [-4.084, -3.253, -1.937]], "atomic_forces_ev_per_a": [[0.20, -0.30, 0.66], [0.19, -0.18, -0.49], [0.40, 0.04, 0.02], [-0.10, 0.64, 0.13], [0.08, 0.22, -0.03], [-0.27, 0.31, -0.30], [0.02, 0.01, -0.11], [-0.10, 0.06, -0.03], [-0.05, -0.18, 0.14], [-0.08, -0.15, 0.39], [-0.44, 0.26, -0.33], [0.36, -0.30, 0.24], [-0.18, -0.37, -0.32], [-0.05, -0.07, 0.03], [0.06, 0.29, -0.13], [-0.08, -0.31, -0.06], [0.03, 0.02, 0.19]], "homo_ev": -8.71, "orbital_gap_ha": 0.3490, "smiles": "CNCCS.O", "fmax_ev_per_a": 0.8, "e_above_lowest_ev": 0.887, "charge": 0}

---

{"formula": "C13H29INO5S2", "method": "ωB97M-V/def2-TZVPD", "symbols": ["O", "C", "C", "N", "C", "C", "C", "I", "H", "H", "H", "H", "H", "H", "H", "H", "H", "H", "H", "H", "H", "C", "C", "C", "S", "O", "O", "C", "H", "H", "H", "H", "H", "H", "H", "H", "C", "C", "C", "S", "O", "O", "C", "H", "H", "H", "H", "H", "H", "H", "H"], "xyz": [[-3.008, 3.899, 1.487], [-4.039, 2.836, 1.695], [-3.956, 1.617, 0.600], [-3.919, 2.074, -0.850], [-3.180, 1.030, -1.659], [-1.544, 1.098, -1.551], [-0.837, 2.243, -2.490], [-0.843, 4.267, -1.604], [-3.491, 4.756, 1.210], [-5.119, 3.330, 1.787], [-3.832, 2.361, 2.768], [-3.059, 0.877, 0.866], [-4.938, 0.948, 0.716], [-3.596, 3.056, -0.989], [-4.927, 2.050, -1.188], [-3.496, -0.026, -1.198], [-3.547, 1.016, -2.780], [-1.145, 0.047, -1.954], [-1.136, 1.176, -0.437], [0.315, 1.941, -2.565], [-1.230, 2.224, -3.616], [0.819, -1.044, 2.532], [0.438, -2.393, 3.138], [-1.010, -2.681, 2.743], [-1.283, -1.831, 1.195], [-2.259, -0.784, 1.411], [-1.416, -2.807, 0.132], [0.332, -1.085, 1.091], [1.897, -0.864, 2.586], [0.313, -0.238, 3.077], [1.093, -3.174, 2.731], [0.559, -2.397, 4.225], [-1.184, -3.751, 2.605], [-1.712, -2.280, 3.478], [0.259, -0.097, 0.634], [0.963, -1.738, 0.481], [4.773, -2.040, -0.777], [4.381, -1.958, -2.252], [3.285, -0.901, -2.376], [3.549, 0.253, -1.039], [2.427, 0.168, -0.128], [4.012, 1.515, -1.582], [4.933, -0.601, -0.311], [5.693, -2.614, -0.633], [3.974, -2.532, -0.209], [5.253, -1.656, -2.844], [4.043, -2.925, -2.635], [3.343, -0.371, -3.330], [2.291, -1.340, -2.254], [4.909, -0.495, 0.775], [5.849, -0.157, -0.713]], "atomic_forces_ev_per_a": [[-2.70, 0.11, -0.80], [-0.40, 0.19, 1.06], [-0.50, -0.68, 2.71], [-1.55, -0.56, -0.30], [1.30, -2.40, -0.88], [0.39, -0.15, -0.44], [1.15, -2.03, -0.75], [-0.29, -1.17, -0.60], [1.15, -2.12, 0.75], [2.26, -1.15, -0.52], [-0.38, 0.87, -2.49], [-1.83, 1.97, -0.94], [2.14, 1.51, -0.25], [0.39, -0.77, 0.29], [1.57, 0.25, 0.45], [0.57, 2.41, -0.96], [0.84, 0.40, 2.30], [-1.03, 2.23, 0.81], [-1.19, 0.01, -2.38], [-2.55, 0.86, 0.29], [0.58, 0.32, 2.66], [0.08, 0.16, 0.20], [0.31, -0.12, 0.14], [-0.17, -0.38, 0.60], [1.13, -0.96, -0.18], [-0.44, 0.08, -0.25], [-0.51, 0.66, 0.16], [0.13, 0.25, 0.03], [-0.21, 0.04, -0.08], [0.10, -0.05, -0.09], [-0.11, 0.11, 0.06], [-0.05, -0.04, -0.20], [-0.17, 0.25, -0.10], [0.03, -0.03, -0.19], [-0.01, -0.30, 0.01], [-0.24, 0.13, 0.05], [-0.02, -0.25, 0.08], [0.24, -0.25, -0.22], [-0.24, -0.34, -0.55], [0.85, 0.54, -0.38], [0.10, 0.38, -0.17], [-0.65, -0.38, 0.42], [0.36, -0.27, 0.31], [-0.16, 0.09, 0.01], [0.12, 0.04, -0.01], [-0.14, -0.04, 0.10], [0.05, 0.19, 0.03], [-0.12, 0.07, 0.26], [0.09, 0.13, 0.06], [-0.06, 0.17, -0.14], [-0.19, 0.04, 0.05]], "homo_ev": -12.26, "orbital_gap_ha": 0.3501, "fmax_ev_per_a": 2.9, "charge": 1}

---

{"formula": "C22H46N6O5PS2", "method": "ωB97M-V/def2-TZVPD", "symbols": ["C", "C", "N", "C", "C", "C", "S", "S", "C", "C", "C", "C", "N", "C", "N", "C", "C", "C", "C", "N", "C", "C", "O", "N", "N", "H", "H", "H", "H", "H", "H", "H", "H", "H", "H", "H", "H", "H", "H", "H", "H", "H", "H", "H", "H", "H", "H", "H", "H", "H", "H", "H", "H", "H", "H", "H", "O", "P", "O", "C", "C", "O", "C", "C", "O", "C", "C", "H", "H", "H", "H", "H", "H", "H", "H", "H", "H", "H", "H", "H", "H", "H"], "xyz": [[2.389, 0.833, 4.507], [3.564, 0.276, 3.513], [3.360, 0.549, 2.043], [3.191, 2.016, 1.723], [4.196, 2.528, 0.494], [2.300, -0.324, 1.412], [1.944, -0.052, -0.264], [1.348, -1.712, 2.234], [-0.467, -1.175, 2.492], [-1.388, -2.285, 1.713], [-2.963, -2.329, 2.168], [-3.322, -1.013, 3.077], [-3.987, 0.117, 2.325], [-4.103, 1.130, 3.460], [-4.654, 2.353, 3.121], [-5.144, 2.614, 1.708], [-5.540, 4.178, 1.399], [-4.482, 4.839, 0.307], [-3.427, 5.753, 1.221], [-2.031, 5.698, 0.626], [-1.064, 6.219, 1.668], [-0.099, 7.493, 1.197], [-0.894, 5.728, 2.906], [-3.563, 0.599, 4.770], [-3.095, -0.685, 4.539], [2.940, 1.258, 5.477], [1.684, -0.018, 4.890], [1.751, 1.720, 4.090], [4.591, 0.751, 3.877], [3.674, -0.890, 3.743], [3.465, 2.712, 2.654], [2.049, 2.257, 1.475], [4.672, 3.565, 0.760], [3.534, 2.677, -0.486], [4.996, 1.709, 0.206], [-0.604, -1.181, 3.678], [-0.646, -0.083, 2.055], [-0.926, -3.354, 1.855], [-1.381, -2.012, 0.552], [-3.282, -3.360, 2.667], [-3.624, -2.243, 1.178], [-4.703, 3.065, 3.910], [-4.411, 2.272, 0.862], [-6.135, 1.961, 1.582], [-6.631, 4.215, 0.959], [-5.520, 4.838, 2.366], [-5.046, 5.466, -0.509], [-3.821, 4.051, -0.252], [-3.369, 5.192, 2.268], [-3.887, 6.826, 1.298], [-2.004, 6.339, -0.197], [1.006, 7.131, 1.323], [-0.384, 8.421, 1.853], [-0.292, 7.702, 0.039], [-3.523, 1.112, 5.680], [-2.646, -1.394, 5.166], [0.793, -3.390, -3.921], [1.994, -4.169, -4.511], [1.227, -5.637, -4.499], [0.287, -5.900, -5.526], [0.950, -6.006, -6.888], [2.782, -4.312, -3.044], [2.462, -3.396, -1.997], [1.266, -3.871, -1.174], [3.335, -5.040, -5.170], [4.005, -4.405, -6.250], [4.378, -2.961, -5.970], [-0.486, -5.127, -5.533], [-0.195, -6.852, -5.288], [1.267, -5.018, -7.232], [0.257, -6.405, -7.633], [1.836, -6.647, -6.848], [2.293, -2.386, -2.413], [3.339, -3.306, -1.345], [0.462, -4.301, -1.781], [0.863, -3.048, -0.577], [1.576, -4.666, -0.488], [3.381, -4.462, -7.145], [4.914, -4.982, -6.454], [3.497, -2.354, -5.744], [4.873, -2.521, -6.841], [5.049, -2.894, -5.108]], "atomic_forces_ev_per_a": [[0.44, 0.39, 1.24], [0.54, -0.50, 1.73], [-3.28, -1.87, 0.93], [0.30, 1.99, -0.59], [-1.06, -0.23, -0.80], [0.73, 2.44, -2.28], [0.46, -0.50, 3.27], [0.25, 0.96, 0.21], [-0.29, 0.51, -0.01], [0.29, 0.13, -0.56], [-0.49, 0.20, 0.12], [-1.85, 3.28, -0.21], [2.71, -1.40, 8.07], [0.69, -2.34, -1.70], [1.50, -1.25, 2.19], [-1.88, -0.03, -1.30], [0.11, 0.05, -0.67], [0.47, 0.38, 0.83], [-1.38, -1.70, -0.18], [0.38, 2.37, 2.71], [1.59, -0.94, 3.79], [-0.72, -1.35, -0.66], [-1.72, 2.51, -7.49], [-1.67, 2.01, -3.43], [-0.66, -1.93, -5.68], [-1.29, -0.91, -2.05], [1.28, 1.55, -0.96], [1.25, -1.76, 0.54], [-2.20, -0.88, -1.15], [-0.25, 2.57, -0.91], [-0.53, -2.02, -1.74], [2.56, -0.58, 0.35], [-0.76, -2.14, -0.44], [1.47, -0.31, 2.15], [-1.58, 1.79, 0.92], [0.17, 0.03, -2.71], [0.41, -2.40, 1.02], [-0.87, 2.15, -0.32], [0.22, -0.68, 2.64], [0.85, 2.45, -0.71], [1.31, 0.13, 2.48], [-0.10, -1.06, -1.90], [-1.05, 0.44, 2.17], [2.23, 1.34, 0.26], [2.20, -0.21, 1.00], [-0.13, -1.31, -1.74], [1.10, -1.12, 1.74], [-1.44, 1.25, 1.13], [0.02, 1.60, -2.21], [1.11, -1.89, 0.15], [0.19, -0.69, 0.99], [-2.15, 0.97, -0.02], [0.74, -1.90, -1.29], [0.45, -0.26, 2.61], [0.10, -1.00, -1.26], [-0.77, 1.63, -0.31], [1.59, 1.81, -4.05], [-1.32, -5.81, 7.72], [-0.26, 0.27, -0.64], [-0.16, -0.34, -0.14], [0.03, -0.03, -0.16], [0.63, 0.91, -1.08], [-0.36, 0.44, 0.17], [0.01, -0.28, 0.22], [-0.90, 3.20, -1.63], [0.68, 0.06, -0.48], [0.33, -0.13, 0.16], [-0.05, -0.01, 0.02], [0.11, 0.11, 0.16], [0.02, 0.06, -0.11], [0.04, 0.08, 0.08], [-0.17, 0.04, 0.04], [-0.09, -0.48, 0.21], [-0.01, -0.24, -0.22], [0.20, 0.30, -0.12], [0.08, -0.03, -0.07], [0.05, 0.10, -0.01], [0.05, -0.04, -0.12], [-0.18, -0.04, 0.13], [-0.17, 0.08, -0.05], [-0.09, -0.02, 0.12], [-0.08, -0.01, -0.11]], "homo_ev": -10.22, "orbital_gap_ha": 0.2538, "fmax_ev_per_a": 9.8, "e_above_lowest_ev": 13.567, "charge": 1}

---

{"formula": "C4H9N", "method": "ωB97M-V/def2-TZVPD", "symbols": ["C", "C", "H", "H", "H", "H", "C", "C", "N", "H", "H", "H", "H", "H"], "xyz": [[4.808, -1.185, -4.001], [4.112, -1.331, -5.179], [5.534, -0.342, -3.640], [4.414, -1.800, -3.179], [4.440, -0.976, -6.134], [3.505, -2.181, -5.091], [-3.164, 1.613, 2.120], [-3.086, -0.066, 3.915], [-2.423, 0.986, 3.305], [-3.803, 0.870, 1.632], [-3.776, 2.422, 2.625], [-2.429, 1.969, 1.378], [-2.983, -0.691, 4.840], [-3.956, -0.357, 3.297]], "atomic_forces_ev_per_a": [[-0.92, 1.72, -0.35], [3.18, 0.00, 2.78], [-1.17, -1.78, -1.30], [0.44, 0.29, -0.20], [-0.28, 0.62, -0.27], [-1.26, -0.86, -0.66], [0.95, 2.19, 1.01], [2.58, 3.67, -1.79], [-5.43, -6.21, 1.41], [0.27, -0.26, 0.43], [0.76, -0.71, -1.14], [-0.40, 0.10, 0.54], [0.81, 1.20, -0.62], [0.46, 0.02, 0.15]], "homo_ev": [-11.35, -11.35], "orbital_gap_ha": [0.1787, 0.0643], "multiplicity": 2, "fmax_ev_per_a": 8.4, "e_above_lowest_ev": 5.643, "charge": 1}